Density functional theory data (the ωB97M-V functional and the def2-TZVPD basis) for C54H48IN4O3P2RbS2 as an isolated structure in a non-equilibrium geometry.

Geometry (Å):
Rb  -0.339  -2.476  1.010
C  4.123  -4.814  -1.381
C  4.536  -3.884  -0.284
N  5.718  -3.326  -0.347
C  6.194  -2.666  0.691
C  5.446  -2.340  1.800
C  6.277  -1.869  2.993
O  5.889  -2.575  4.149
C  4.070  -2.631  1.809
C  3.299  -2.321  2.963
N  1.997  -2.504  3.108
C  1.334  -3.510  3.777
C  1.924  -4.778  4.081
C  1.224  -5.796  4.704
C  -0.162  -5.673  4.868
C  -0.790  -4.446  4.506
C  -0.078  -3.323  4.167
I  -0.810  -1.398  4.775
C  3.542  -3.465  0.764
O  2.306  -3.764  0.716
H  4.898  -4.832  -2.133
H  3.112  -4.521  -1.783
H  4.016  -5.822  -0.989
H  7.244  -2.347  0.626
H  6.041  -0.790  3.103
H  7.334  -1.973  2.767
H  6.664  -3.007  4.527
H  3.823  -1.785  3.748
H  3.014  -4.892  3.980
H  1.695  -6.725  5.077
H  -0.791  -6.482  5.205
H  -1.872  -4.390  4.562
O  -0.996  0.539  0.338
S  -0.445  1.754  1.108
C  -1.206  3.356  0.761
C  -1.342  4.273  1.823
C  -1.953  5.510  1.573
C  -2.673  5.726  0.385
C  -2.671  4.744  -0.606
C  -1.909  3.562  -0.467
P  -1.750  2.365  -1.744
C  -3.323  1.614  -2.067
C  -3.364  0.483  -2.950
C  -4.469  -0.368  -3.022
C  -5.641  0.019  -2.348
C  -5.653  1.160  -1.492
C  -4.521  1.974  -1.384
C  -0.976  3.105  -3.289
C  0.896  3.786  -4.306
C  0.836  3.335  -5.713
C  -0.247  2.724  -6.310
C  -1.508  2.349  -5.674
C  -1.892  2.700  -4.418
C  1.361  1.997  1.072
C  1.784  2.683  2.215
C  3.020  2.392  2.786
C  3.906  1.486  2.175
C  3.587  1.036  0.897
C  2.357  1.409  0.279
P  2.319  1.271  -1.530
C  1.833  -0.358  -2.162
C  0.495  -0.788  -2.105
C  0.098  -1.933  -2.808
C  1.018  -2.645  -3.586
C  2.355  -2.270  -3.576
C  2.770  -1.171  -2.824
C  1.257  2.622  -2.071
C  1.481  3.846  -1.450
C  0.775  5.066  -1.613
C  -0.083  5.456  -2.601
C  -0.381  4.537  -3.723
C  0.497  2.571  -3.367
H  -0.907  4.048  2.788
H  -1.891  6.293  2.287
H  -3.188  6.645  0.162
H  -3.195  4.936  -1.564
H  -2.492  0.284  -3.588
H  -4.450  -1.258  -3.645
H  -6.494  -0.593  -2.438
H  -6.498  1.370  -0.846
H  -4.570  2.871  -0.810
H  1.868  4.229  -4.060
H  1.682  3.475  -6.395
H  -0.155  2.416  -7.354
H  -2.273  1.918  -6.354
H  -2.975  2.646  -4.183
H  1.129  3.366  2.719
H  3.278  2.849  3.733
H  4.829  1.169  2.680
H  4.274  0.357  0.328
H  -0.231  -0.278  -1.462
H  -0.946  -2.261  -2.838
H  0.660  -3.513  -4.125
H  3.089  -2.846  -4.116
H  3.833  -0.931  -2.802
H  2.399  3.873  -0.820
H  0.932  5.804  -0.801
H  -0.542  6.429  -2.536
H  -0.933  5.086  -4.502
H  0.652  1.594  -3.869
C  -5.080  -3.700  3.454
N  -4.909  -2.372  2.844
C  -5.276  -1.139  3.535
C  -4.973  -0.044  2.498
N  -4.405  -0.760  1.411
C  -4.368  -2.109  1.632
S  -3.740  -3.185  0.546
H  -4.395  -3.774  4.317
H  -4.792  -4.496  2.761
H  -6.108  -3.843  3.778
H  -4.700  -1.009  4.470
H  -6.362  -1.197  3.765
H  -4.275  0.704  2.923
H  -5.892  0.498  2.202
H  -4.131  -0.348  0.511

Properties
Energy relative to the best compared isomer or geometry (same formula, charge and spin) ... 580.94 kJ/mol
Gap between HOMO and LUMO ... 6.15 eV
Highest occupied orbital energy ... -0.2341 hartree
Calculated total energy ... -4331.882461 a.u.



Density functional theory data (the ωB97M-V functional and the def2-TZVPD basis) for C54H50ClNO4P4RuSSe as an isolated structure in a non-equilibrium geometry.

Geometry (Å):
Ru  -0.135  -0.278  -0.833
C  3.351  -1.865  -1.566
C  2.999  -1.132  -0.257
P  1.871  0.386  -0.174
C  2.139  0.939  1.568
C  1.141  1.324  2.480
C  1.520  1.755  3.773
C  2.857  1.769  4.185
C  3.860  1.475  3.240
C  3.467  1.083  1.948
C  2.713  1.727  -1.017
C  3.163  1.470  -2.320
C  3.863  2.458  -3.031
C  4.216  3.665  -2.439
C  3.742  3.941  -1.137
C  2.994  2.991  -0.455
C  2.280  -2.545  -2.462
P  1.526  -1.529  -3.857
C  2.659  -1.699  -5.250
C  2.187  -1.885  -6.545
C  3.110  -1.941  -7.597
C  4.474  -1.828  -7.405
C  4.940  -1.634  -6.069
C  4.040  -1.486  -5.034
C  0.096  -2.502  -4.456
C  -1.082  -1.743  -4.686
C  -2.228  -2.373  -5.157
C  -2.190  -3.726  -5.545
C  -1.047  -4.457  -5.348
C  0.135  -3.871  -4.826
H  4.062  -2.680  -1.295
H  3.922  -1.188  -2.216
H  3.950  -0.805  0.195
H  2.552  -1.818  0.478
H  0.107  1.210  2.182
H  0.700  2.018  4.434
H  3.084  2.028  5.208
H  4.927  1.548  3.424
H  4.242  0.987  1.175
H  2.925  0.533  -2.838
H  4.085  2.246  -4.068
H  4.856  4.341  -2.978
H  4.011  4.860  -0.661
H  2.601  3.219  0.554
H  1.420  -2.912  -1.879
H  2.757  -3.375  -2.979
H  1.135  -1.990  -6.748
H  2.705  -2.070  -8.595
H  5.155  -1.934  -8.236
H  5.993  -1.464  -5.886
H  4.374  -1.274  -4.030
H  -1.081  -0.676  -4.477
H  -3.157  -1.787  -5.219
H  -3.044  -4.199  -5.990
H  -1.048  -5.521  -5.634
H  1.084  -4.400  -4.795
C  -3.372  -0.520  1.958
C  -2.535  -1.343  2.998
P  -0.896  -0.768  3.711
C  -1.408  -0.233  5.346
C  -0.669  -0.619  6.485
C  -0.974  -0.026  7.730
C  -2.027  0.877  7.860
C  -2.775  1.191  6.728
C  -2.524  0.624  5.479
C  0.002  -2.295  4.071
C  1.413  -2.185  4.001
C  2.197  -3.347  3.999
C  1.595  -4.623  4.053
C  0.224  -4.697  4.288
C  -0.568  -3.539  4.342
P  -2.791  1.223  1.254
C  -2.278  2.410  -0.094
C  -2.977  2.668  -1.300
C  -2.563  3.745  -2.091
C  -1.574  4.634  -1.653
C  -0.883  4.407  -0.448
C  -1.223  3.288  0.293
C  -4.257  2.104  1.710
C  -5.402  1.692  0.974
C  -6.551  2.446  1.074
C  -6.526  3.676  1.762
C  -5.334  4.141  2.357
C  -4.200  3.345  2.367
H  -4.368  -0.278  2.414
H  -3.600  -1.073  1.045
H  -2.318  -2.316  2.526
H  -3.185  -1.597  3.858
H  0.122  -1.335  6.403
H  -0.403  -0.339  8.591
H  -2.222  1.348  8.801
H  -3.642  1.868  6.789
H  -3.071  0.907  4.575
H  1.900  -1.231  3.933
H  3.278  -3.217  3.911
H  2.170  -5.521  3.848
H  -0.287  -5.633  4.474
H  -1.635  -3.594  4.571
H  -3.788  2.040  -1.630
H  -3.009  3.862  -3.060
H  -1.329  5.454  -2.317
H  -0.081  5.068  -0.139
H  -0.695  3.045  1.202
H  -5.349  0.869  0.248
H  -7.447  2.043  0.613
H  -7.431  4.270  1.840
H  -5.260  5.154  2.740
H  -3.268  3.711  2.772
S  0.425  2.728  -4.624
C  0.107  1.759  -3.378
N  -0.076  1.038  -2.447
Cl  0.044  -1.431  1.116
O  -3.344  -2.013  -2.647
Se  -2.505  -1.935  -1.295
O  -2.775  -3.127  -0.275
O  -2.308  -0.197  -0.879
O  -0.756  -1.990  -1.693

Properties
<S²> ... 8.7683
Gap between HOMO and LUMO (spin up / spin down) ... 6.11 / 5.38 eV
Highest occupied orbital energy (spin up / spin down) ... -0.1379 / -0.1693 hartree
Charge ... -1
Calculated total energy ... -7163.365617 a.u.
Multiplicity ... 6



Density functional theory data (the ωB97M-V functional and the def2-TZVPD basis) for C54H50CsF6IN7O8P as an isolated structure in a non-equilibrium geometry.

Geometry (Å):
Cs  0.066  -1.048  -0.365
C  4.071  2.266  9.159
O  2.872  2.883  8.690
C  2.443  2.388  7.474
C  1.358  3.042  6.861
C  0.892  2.634  5.653
C  1.532  1.640  4.910
C  2.637  1.093  5.511
C  3.090  1.365  6.805
C  1.079  1.339  3.525
C  1.956  1.644  2.516
C  3.195  2.404  2.592
C  3.619  2.605  1.309
C  2.633  1.963  0.504
N  1.688  1.407  1.183
C  2.488  2.020  -0.952
C  1.305  2.765  -1.373
C  1.208  4.245  -1.494
C  -0.091  4.520  -1.660
C  -0.808  3.229  -1.630
C  -2.121  2.932  -1.655
C  -3.215  3.855  -1.906
C  -3.349  4.660  -3.015
C  -4.364  5.629  -3.105
C  -5.314  5.698  -2.085
O  -6.312  6.622  -2.241
C  -7.362  6.634  -1.287
C  -5.234  4.839  -0.963
C  -4.202  3.907  -0.939
C  -2.537  1.541  -1.265
N  -2.381  1.216  -0.029
C  -2.835  -0.092  0.129
C  -2.771  -0.750  1.347
C  -3.494  -2.031  1.583
C  -2.902  -3.020  2.342
C  -3.598  -4.176  2.622
C  -4.891  -4.365  2.157
O  -5.515  -5.476  2.707
C  -6.734  -5.906  2.193
C  -5.457  -3.464  1.277
C  -4.752  -2.262  1.037
C  -1.925  -0.272  2.394
C  -2.147  -0.392  3.810
C  -1.087  0.254  4.389
C  -0.210  0.694  3.332
N  -0.798  0.370  2.149
C  -3.354  -0.510  -1.187
C  -3.130  0.499  -2.056
N  0.146  2.196  -1.462
C  3.472  1.488  -1.827
C  4.642  0.871  -1.321
C  5.590  0.379  -2.159
C  5.447  0.436  -3.546
O  6.497  -0.087  -4.253
C  6.443  -0.036  -5.656
C  4.263  1.001  -4.080
C  3.327  1.548  -3.239
H  4.359  2.808  10.088
H  4.893  2.379  8.429
H  3.900  1.217  9.406
H  0.948  3.898  7.365
H  0.124  3.239  5.225
H  3.192  0.330  4.997
H  3.966  0.842  7.177
H  3.614  2.719  3.572
H  4.490  3.171  1.033
H  2.048  4.972  -1.475
H  -0.571  5.517  -1.819
H  -2.613  4.570  -3.807
H  -4.443  6.255  -3.998
H  -7.949  7.483  -1.547
H  -7.023  6.709  -0.244
H  -8.019  5.749  -1.326
H  -5.934  4.868  -0.116
H  -4.119  3.218  -0.119
H  -1.919  -2.885  2.743
H  -3.184  -4.918  3.269
H  -6.902  -6.895  2.642
H  -6.737  -5.954  1.125
H  -7.569  -5.209  2.455
H  -6.455  -3.587  0.866
H  -5.217  -1.536  0.362
H  -3.006  -0.852  4.242
H  -0.861  0.309  5.458
H  -3.765  -1.488  -1.345
H  -3.378  0.523  -3.103
H  4.730  0.843  -0.242
H  6.461  -0.100  -1.776
H  7.261  -0.647  -5.982
H  6.582  0.975  -6.027
H  5.485  -0.470  -5.997
H  4.037  1.093  -5.146
H  2.468  2.037  -3.659
O  0.306  -6.483  3.431
H  0.932  -6.153  2.763
H  -0.438  -6.735  2.876
O  -2.289  -0.361  -6.466
H  -1.733  0.149  -5.851
H  -2.360  -1.203  -6.056
O  -0.487  0.863  -4.561
H  -0.733  1.417  -3.806
H  -0.057  0.120  -4.146
F  -2.354  -4.629  -1.012
P  -1.030  -5.543  -1.015
F  -1.852  -6.867  -0.718
F  -0.097  -4.209  -1.362
F  0.352  -6.390  -0.999
F  -0.838  -5.268  0.548
F  -1.112  -5.763  -2.637
N  -0.108  -3.446  -4.090
C  0.847  -2.457  -4.198
N  1.709  -2.509  -5.269
O  0.859  -1.456  -3.482
H  0.090  -4.328  -4.567
H  -0.338  -3.629  -3.123
H  1.467  -3.118  -6.040
H  2.184  -1.617  -5.482
I  4.237  -1.304  2.100
C  4.532  -2.183  0.187
C  5.742  -2.713  -0.131
C  5.863  -3.280  -1.395
C  4.795  -3.253  -2.244
C  3.614  -2.664  -1.857
N  3.470  -2.152  -0.617
H  6.563  -2.691  0.542
H  6.755  -3.791  -1.731
H  4.817  -3.734  -3.228
H  2.728  -2.638  -2.494

Properties
<S²> ... 0.7976
Energy relative to the best compared isomer or geometry (same formula, charge and spin) ... 0.00 kJ/mol
Gap between HOMO and LUMO (spin up / spin down) ... 5.63 / 5.73 eV
Highest occupied orbital energy (spin up / spin down) ... -0.1611 / -0.1710 hartree
Charge ... -1
Calculated total energy ... -4331.637547 a.u.
Multiplicity ... 2



Density functional theory data (the ωB97M-V functional and the def2-TZVPD basis) for C54H52ClCoN6O3Si as an isolated structure in a non-equilibrium geometry.

Geometry (Å):
Co  0.213  -0.956  1.515
O  -0.274  1.026  4.929
C  -0.040  0.688  3.754
N  -0.391  -0.458  3.184
C  -1.165  -1.359  3.993
C  -1.287  -2.719  3.357
C  -1.843  -3.786  4.055
C  -1.984  -5.012  3.431
C  -1.565  -5.135  2.112
C  -1.012  -4.031  1.496
N  -0.866  -2.853  2.096
C  0.617  1.635  2.799
C  0.835  2.957  3.177
C  1.320  3.858  2.252
C  1.594  3.402  0.967
C  1.369  2.068  0.680
N  0.888  1.196  1.561
H  -2.182  -0.953  4.116
H  -0.742  -1.443  5.001
H  -2.159  -3.644  5.081
H  -2.409  -5.855  3.960
H  -1.668  -6.070  1.576
H  -0.667  -4.083  0.467
H  0.584  3.236  4.191
H  1.478  4.898  2.509
H  1.977  4.065  0.201
H  1.586  1.682  -0.309
O  -1.478  -0.381  0.550
Si  -3.020  -0.121  0.523
C  -3.654  0.188  -1.250
C  -4.983  -0.051  -1.606
C  -5.463  0.261  -2.871
C  -4.615  0.816  -3.820
C  -3.287  1.052  -3.493
C  -2.821  0.739  -2.223
C  -4.042  -1.601  1.162
C  -4.085  -2.786  0.424
C  -4.783  -3.898  0.873
C  -5.461  -3.849  2.083
C  -5.427  -2.686  2.838
C  -4.722  -1.580  2.380
C  -3.708  1.382  1.475
C  -2.845  2.228  2.166
C  -3.312  3.296  2.920
C  -4.674  3.550  2.984
C  -5.556  2.735  2.284
C  -5.075  1.665  1.545
H  -5.653  -0.505  -0.883
H  -6.502  0.075  -3.118
H  -4.985  1.054  -4.810
H  -2.620  1.487  -4.231
H  -1.783  0.926  -1.961
H  -3.557  -2.834  -0.524
H  -4.803  -4.806  0.280
H  -6.010  -4.714  2.438
H  -5.954  -2.639  3.784
H  -4.703  -0.679  2.984
H  -1.783  2.043  2.102
H  -2.613  3.918  3.466
H  -5.049  4.377  3.576
H  -6.620  2.937  2.320
H  -5.784  1.039  1.012
C  1.843  -1.512  2.304
C  2.858  -1.764  2.934
C  4.030  -1.969  3.723
C  4.955  -2.985  3.456
C  6.087  -3.137  4.241
C  6.324  -2.287  5.312
C  5.411  -1.277  5.593
C  4.278  -1.119  4.814
H  4.775  -3.651  2.622
H  6.794  -3.928  4.016
H  7.212  -2.406  5.921
H  5.585  -0.608  6.427
H  3.559  -0.339  5.030
C  5.150  1.412  -3.911
C  4.284  0.235  -3.430
C  4.589  0.034  -1.933
C  4.729  -1.024  -4.187
C  2.755  0.553  -3.673
O  2.270  1.428  -2.667
C  2.556  1.194  -5.064
C  1.124  1.616  -5.466
C  0.503  2.641  -4.546
C  1.006  3.939  -4.518
C  0.493  4.886  -3.642
C  -0.540  4.532  -2.793
Cl  -1.179  5.705  -1.684
C  -1.078  3.255  -2.817
C  -0.552  2.322  -3.700
C  1.815  -0.676  -3.608
N  1.590  -1.235  -2.301
C  0.799  -0.740  -1.342
N  0.892  -1.491  -0.270
C  1.769  -2.462  -0.625
N  2.211  -2.352  -1.857
H  6.176  1.253  -3.579
H  4.819  2.367  -3.491
H  5.168  1.495  -4.999
H  5.668  0.069  -1.774
H  4.241  -0.932  -1.583
H  4.129  0.804  -1.316
H  5.817  -1.101  -4.140
H  4.443  -0.997  -5.242
H  4.315  -1.921  -3.725
H  2.678  2.295  -2.768
H  2.941  0.507  -5.822
H  3.167  2.097  -5.101
H  0.468  0.750  -5.559
H  1.204  2.053  -6.465
H  1.814  4.220  -5.186
H  0.890  5.892  -3.624
H  -1.890  2.994  -2.152
H  -0.971  1.321  -3.712
H  2.170  -1.466  -4.264
H  0.842  -0.340  -3.959
H  0.148  0.109  -1.463
H  2.082  -3.248  0.041

Properties
<S²> ... 0.7565
Energy relative to the best compared isomer or geometry (same formula, charge and spin) ... 8.66 kJ/mol
Gap between HOMO and LUMO (spin up / spin down) ... 6.09 / 6.22 eV
Highest occupied orbital energy (spin up / spin down) ... -0.1533 / -0.1583 hartree
Charge ... -1
Calculated total energy ... -4775.819373 a.u.
Multiplicity ... 2